1.
156
Properties=species:S:1:pos:R:3 method="wB97M-V/def2-TZVPD" lumo_energy_ev=3.73 charge=-2 homo_energy_ev=-1.84
Sn 0.243 0.646 0.057
C -3.512 0.321 0.182
O -2.336 -0.451 0.095
C -2.541 -1.804 0.306
C -2.708 -2.308 1.594
C -2.476 -1.456 2.815
C -1.238 -1.900 3.555
C -1.318 -2.509 4.793
C -0.189 -2.827 5.543
C 1.044 -2.514 4.968
C 1.162 -1.904 3.736
C 2.504 -1.459 3.216
C 2.910 -2.272 2.014
C 3.266 -3.605 2.179
C 3.591 -4.411 1.098
C 3.413 -3.874 -0.173
C 3.054 -2.550 -0.381
C 2.810 -2.055 -1.789
C 1.558 -2.710 -2.329
C 1.630 -3.925 -2.988
C 0.504 -4.612 -3.428
C -0.732 -4.022 -3.167
C -0.850 -2.808 -2.524
C -2.198 -2.214 -2.182
C -2.587 -2.664 -0.794
C -2.951 -3.985 -0.587
C -3.248 -4.490 0.674
C -3.065 -3.643 1.756
C -3.779 -5.915 0.802
C -4.099 -6.297 2.250
C -2.748 -6.912 0.256
C -5.082 -6.020 -0.008
C 0.301 -2.096 -2.090
O 0.178 -0.937 -1.553
C 0.565 -5.962 -4.134
C -0.185 -7.005 -3.290
C -0.090 -5.846 -5.519
C 2.002 -6.452 -4.329
C 2.907 -1.723 0.734
O 2.787 -0.361 0.562
C 3.857 0.400 1.108
C 4.159 -5.819 1.241
C 4.311 -6.246 2.703
C 5.557 -5.830 0.601
C 3.248 -6.831 0.535
C 0.012 -1.577 2.967
O 0.077 -0.980 1.832
C -0.251 -3.362 6.970
C 0.552 -4.664 7.101
C -1.684 -3.652 7.429
C 0.339 -2.314 7.929
H -4.319 -0.132 -0.406
H -3.271 1.303 -0.222
H -3.847 0.436 1.219
H -3.342 -1.506 3.483
H -2.307 -0.423 2.510
H -2.307 -2.713 5.187
H 1.955 -2.732 5.517
H 3.250 -1.551 4.011
H 2.404 -0.411 2.934
H 3.279 -3.987 3.191
H 3.562 -4.502 -1.042
H 3.665 -2.312 -2.422
H 2.685 -0.972 -1.787
H 2.617 -4.337 -3.160
H -1.643 -4.525 -3.483
H -2.950 -2.540 -2.907
H -2.110 -1.128 -2.202
H -3.003 -4.636 -1.450
H -3.192 -3.999 2.769
H -3.202 -6.275 2.868
H -4.511 -7.309 2.279
H -4.837 -5.617 2.674
H -1.816 -6.825 0.813
H -2.528 -6.720 -0.792
H -3.119 -7.936 0.350
H -5.821 -5.322 0.388
H -5.493 -7.031 0.050
H -4.916 -5.775 -1.056
H -1.240 -6.750 -3.208
H 0.230 -7.036 -2.283
H -0.105 -8.002 -3.733
H -1.120 -5.507 -5.433
H -0.080 -6.809 -6.037
H 0.451 -5.115 -6.120
H 2.497 -6.599 -3.369
H 2.578 -5.734 -4.912
H 2.003 -7.406 -4.862
H 4.608 -0.254 1.558
H 3.476 1.087 1.870
H 4.296 0.981 0.297
H 4.956 -5.553 3.243
H 4.761 -7.240 2.751
H 3.342 -6.285 3.201
H 6.203 -5.118 1.116
H 5.515 -5.542 -0.448
H 6.007 -6.823 0.669
H 2.249 -6.792 0.969
H 3.640 -7.845 0.647
H 3.161 -6.614 -0.528
H 0.147 -5.425 6.434
H 0.505 -5.036 8.128
H 1.598 -4.508 6.842
H -2.149 -4.412 6.801
H -2.293 -2.750 7.398
H -1.673 -4.018 8.459
H 1.369 -2.081 7.664
H 0.321 -2.680 8.960
H -0.238 -1.392 7.875
N 0.862 7.782 0.316
C 1.309 6.646 -0.368
C 1.172 6.544 -1.754
C 1.596 5.404 -2.419
C 2.180 4.370 -1.709
C 2.354 4.481 -0.338
C 1.929 5.611 0.330
S 2.391 2.725 -2.380
O 2.620 2.744 -3.803
O 3.447 2.109 -1.612
N 1.006 2.067 -1.889
C -0.127 2.350 -2.517
N -1.231 1.775 -1.984
C -2.352 1.873 -2.660
C -2.464 2.581 -3.848
C -1.317 3.264 -4.228
N -0.177 3.181 -3.581
H 0.084 8.238 -0.136
H 0.669 7.596 1.291
H 0.693 7.348 -2.301
H 1.447 5.290 -3.481
H 2.801 3.653 0.192
H 2.017 5.676 1.407
H -3.210 1.370 -2.224
H -3.383 2.618 -4.414
H -1.311 3.923 -5.094
C -0.224 8.690 4.677
C -0.220 7.327 4.033
C 0.743 6.378 4.340
C 0.737 5.115 3.758
C 1.814 4.146 4.153
C -0.254 4.749 2.833
Te -0.203 2.775 1.860
C -1.228 5.712 2.527
C -2.352 5.415 1.574
C -1.201 6.970 3.119
H 0.670 8.835 5.283
H -1.097 8.810 5.323
H -0.261 9.479 3.923
H 1.517 6.627 5.059
H 2.502 4.598 4.867
H 2.373 3.817 3.277
H 1.368 3.254 4.594
H -2.024 4.707 0.815
H -2.710 6.327 1.093
H -3.185 4.958 2.114
H -1.972 7.693 2.867

=====

2.
156
Properties=species:S:1:pos:R:3 method="wB97M-V/def2-TZVPD" lumo_energy_ev=3.68 charge=-2 homo_energy_ev=-1.71
Sn -1.127 -1.084 -0.948
C 1.684 -1.154 -3.410
O 1.126 -0.360 -2.374
C 1.931 0.682 -1.944
C 2.987 0.447 -1.064
C 3.213 -0.898 -0.403
C 2.932 -0.838 1.078
C 3.942 -0.933 2.025
C 3.684 -0.950 3.395
C 2.339 -0.888 3.772
C 1.306 -0.795 2.857
C -0.140 -0.822 3.281
C -0.811 0.516 3.054
C -0.421 1.603 3.830
C -0.920 2.880 3.610
C -1.783 3.052 2.533
C -2.200 1.998 1.732
C -3.052 2.267 0.507
C -2.232 3.024 -0.510
C -2.215 4.414 -0.513
C -1.406 5.158 -1.364
C -0.590 4.435 -2.235
C -0.580 3.054 -2.270
C 0.380 2.295 -3.158
C 1.643 1.972 -2.386
C 2.507 2.997 -2.029
C 3.620 2.790 -1.221
C 3.822 1.509 -0.727
C 4.550 3.960 -0.903
C 5.718 3.541 -0.009
C 3.763 5.064 -0.184
C 5.129 4.517 -2.212
C -1.418 2.301 -1.408
O -1.428 1.001 -1.489
C -1.353 6.686 -1.357
C 0.071 7.147 -1.009
C -1.734 7.231 -2.742
C -2.310 7.291 -0.330
C -1.759 0.716 2.053
O -2.272 -0.342 1.326
C -3.030 -1.311 2.059
C -0.564 4.076 4.493
C 0.404 3.696 5.614
C -1.847 4.624 5.136
C 0.090 5.174 3.642
C 1.572 -0.743 1.464
O 0.635 -0.634 0.589
C 4.767 -1.131 4.455
C 4.710 0.013 5.479
C 6.172 -1.149 3.850
C 4.555 -2.465 5.190
H 2.021 -0.522 -4.239
H 0.897 -1.829 -3.746
H 2.525 -1.752 -3.054
H 4.245 -1.223 -0.564
H 2.538 -1.637 -0.832
H 4.963 -1.004 1.661
H 2.076 -0.926 4.828
H -0.199 -1.094 4.339
H -0.638 -1.592 2.697
H 0.325 1.419 4.594
H -2.134 4.047 2.279
H -3.928 2.857 0.786
H -3.394 1.324 0.084
H -2.871 4.920 0.188
H 0.070 4.967 -2.919
H 0.627 2.902 -4.034
H -0.095 1.371 -3.480
H 2.269 3.998 -2.375
H 4.622 1.303 -0.026
H 5.367 3.172 0.957
H 6.367 4.402 0.171
H 6.316 2.758 -0.480
H 3.330 4.679 0.741
H 2.944 5.438 -0.800
H 4.420 5.905 0.061
H 5.704 3.746 -2.730
H 5.791 5.365 -2.008
H 4.338 4.853 -2.883
H 0.785 6.822 -1.769
H 0.383 6.716 -0.055
H 0.122 8.238 -0.936
H -1.070 6.840 -3.514
H -1.678 8.324 -2.759
H -2.752 6.929 -2.997
H -2.050 6.980 0.684
H -3.342 6.991 -0.526
H -2.258 8.382 -0.374
H -3.064 -1.044 3.116
H -2.563 -2.292 1.948
H -4.032 -1.344 1.640
H -0.017 2.918 6.253
H 0.608 4.573 6.234
H 1.354 3.335 5.213
H -2.315 3.855 5.756
H -2.571 4.927 4.379
H -1.622 5.490 5.766
H 0.988 4.789 3.155
H 0.369 6.028 4.268
H -0.584 5.529 2.861
H 4.863 0.973 4.982
H 5.485 -0.114 6.243
H 3.741 0.046 5.980
H 6.392 -0.212 3.333
H 6.287 -1.969 3.139
H 6.912 -1.283 4.644
H 3.571 -2.500 5.660
H 5.315 -2.605 5.968
H 4.618 -3.297 4.486
N -4.025 -7.534 -2.758
C -4.344 -6.186 -2.529
C -5.002 -5.427 -3.498
C -5.271 -4.084 -3.280
C -4.907 -3.496 -2.079
C -4.292 -4.259 -1.091
C -4.021 -5.595 -1.310
S -4.894 -1.735 -1.854
O -5.904 -1.122 -2.678
O -4.994 -1.506 -0.431
N -3.373 -1.378 -2.251
C -2.951 -1.378 -3.530
N -1.623 -1.119 -3.655
C -1.142 -0.967 -4.870
C -1.915 -1.118 -6.014
C -3.223 -1.519 -5.787
N -3.747 -1.669 -4.584
H -3.872 -7.743 -3.732
H -3.237 -7.843 -2.203
H -5.265 -5.886 -4.446
H -5.732 -3.474 -4.045
H -3.996 -3.782 -0.166
H -3.492 -6.175 -0.561
H -0.084 -0.727 -4.941
H -1.514 -0.963 -7.005
H -3.887 -1.747 -6.619
C -1.928 -10.359 -1.407
C -1.623 -8.887 -1.289
C -1.664 -8.232 -0.066
C -1.371 -6.874 0.055
C -1.446 -6.238 1.418
C -1.019 -6.121 -1.078
Te -0.669 -3.993 -0.903
C -0.984 -6.776 -2.322
C -0.620 -6.047 -3.590
C -1.279 -8.136 -2.407
H -2.283 -10.760 -0.457
H -1.039 -10.925 -1.698
H -2.696 -10.548 -2.161
H -1.932 -8.794 0.825
H -1.748 -6.968 2.173
H -2.156 -5.407 1.419
H -0.481 -5.809 1.695
H -0.950 -5.009 -3.547
H -1.066 -6.534 -4.461
H 0.466 -6.033 -3.724
H -1.244 -8.622 -3.380

=====

Stability verdict: 2, ahead by 4.9 kcal/mol

=====

1.
15
Properties=species:S:1:pos:R:3 method="wB97M-V/def2-TZVPD" lumo_energy_ev=0.99 homo_energy_ev=-8.71
C -2.339 -0.922 -1.365
C -1.860 -0.806 0.119
H -3.399 -1.176 -1.503
H -1.794 -1.824 -1.965
H -2.194 -0.039 -1.884
H -2.410 0.040 0.584
H -1.933 -1.805 0.571
H -0.731 -0.265 0.182
C 2.557 1.136 0.238
N 2.341 0.688 1.563
H 3.528 1.402 -0.161
H 2.100 2.169 0.174
H 2.239 0.373 -0.502
H 2.291 -0.228 1.977
H 1.604 1.257 1.974

=====

2.
15
Properties=species:S:1:pos:R:3 method="wB97M-V/def2-TZVPD" lumo_energy_ev=1.05 homo_energy_ev=-9.30
C -2.475 -1.794 0.980
C -1.414 -0.844 1.537
N -0.649 -0.297 0.389
H -3.321 -1.194 0.701
H -2.046 -2.430 0.200
H -2.717 -2.603 1.698
H -1.805 0.095 1.915
H -0.860 -1.513 2.226
H 0.094 0.304 0.721
H -0.230 -1.051 -0.144
C 3.094 2.245 -2.007
H 3.102 1.806 -3.034
H 3.924 1.847 -1.447
H 2.089 2.089 -1.666
H 3.213 3.341 -2.068

=====

Stability verdict: 2, ahead by 24.8 kcal/mol